(1)
A cluster of 6 separate species, C40H42BINO11S in total. Source: the OMol25 dataset; level of theory: ωB97M-V/def2-TZVPD.

Total charge   -1
LUMO energy   -0.340 eV

Structure (XYZ):
```
97
Properties=species:S:1:pos:R:3:forces:R:3:lowdin_charge:R:1
C -2.328908 0.985054 -3.161532 -0.54 -0.35 0.33 -0.1280
C -2.420719 -0.515719 -2.508916 -1.07 0.00 0.30 -0.2457
C -1.381850 -1.615489 -3.135441 -0.21 0.25 -0.66 -0.2164
C 0.073334 -1.022070 -3.597810 0.37 -0.79 -0.39 -0.2216
C 1.096164 -0.642244 -2.375619 1.05 0.06 -0.69 -0.2160
C 1.085710 -1.689814 -1.108771 0.29 0.98 -0.32 -0.2034
C -0.062755 -1.266578 -0.020159 -0.32 -0.74 -1.76 -0.2201
B 0.357596 -1.483415 1.559524 -0.02 -1.15 -1.14 -1.1073
S -1.304449 -1.588171 2.509009 -1.69 -0.40 0.20 0.6400
C 1.123777 -2.903146 1.866938 0.99 -0.29 0.87 -0.2947
N 0.482698 -4.128087 1.243394 0.09 -0.04 -0.35 -0.0522
C 1.096492 -0.136775 2.130307 1.20 2.38 0.49 -0.1744
C 2.721875 -0.203835 2.257307 1.73 -4.21 4.32 -0.6102
O 3.448863 -1.017882 3.023848 -4.73 4.95 -4.93 -0.1710
I 3.897004 1.271058 1.063406 -0.57 -0.63 0.37 0.6517
H -1.633823 1.683180 -2.505582 -1.28 -1.50 -1.64 0.0688
H -1.977013 0.876158 -4.272965 -0.59 0.52 2.06 0.0649
H -3.424712 1.442775 -3.152850 2.40 -0.91 -0.08 0.0478
H -3.518321 -0.934059 -2.721344 2.33 0.92 0.42 0.0977
H -2.362489 -0.394747 -1.334655 0.18 -0.44 -2.46 0.0991
H -1.911893 -2.062940 -4.107147 1.16 0.98 1.96 0.1105
H -1.237431 -2.518691 -2.406045 -0.24 1.80 -1.27 0.0956
H 0.606060 -1.893918 -4.216864 -1.15 1.73 1.30 0.1128
H -0.022509 -0.124455 -4.379169 0.08 -2.01 2.03 0.0728
H 2.196138 -0.692058 -2.837214 -2.31 0.25 0.81 0.1069
H 0.945467 0.491030 -2.055873 0.17 -2.46 -0.36 0.1128
H 0.959829 -2.777500 -1.551801 0.16 2.08 0.99 0.1071
H 2.162360 -1.648481 -0.596166 -2.23 -0.07 -1.10 0.1094
H -0.339171 -0.144795 -0.206875 0.34 -1.96 0.18 0.0902
H -1.024149 -1.919512 -0.273047 1.90 1.46 0.48 0.0765
H -2.063241 -2.485010 1.739799 0.92 0.96 0.62 -0.1486
H 1.108764 -3.055157 3.049319 0.34 0.18 -2.42 0.0926
H 2.240352 -2.860656 1.508419 -1.88 -0.37 0.71 0.0991
H -0.563065 -4.113499 1.311307 1.49 0.26 -0.28 0.0401
H 0.794660 -4.281250 0.252999 -0.72 0.53 1.42 0.0509
H 0.629721 0.147375 3.175174 1.40 -0.54 -1.68 0.1129
H 0.826936 0.754421 1.399222 0.81 -1.65 1.59 0.0862
C -7.994910 0.910247 -2.828467 -0.48 0.12 0.14 0.0244
C -8.916193 1.817776 -2.490894 0.14 -0.45 -0.10 0.0175
C -8.580041 3.252109 -2.396545 -0.57 0.60 0.23 -0.3887
O -9.422162 4.083203 -2.085696 0.49 -0.50 -0.20 0.0909
C -7.187583 3.644666 -2.691099 0.42 -0.14 -0.12 0.0193
C -6.266301 2.737138 -3.028672 -0.11 0.49 0.08 0.0258
C -6.602452 1.302804 -3.123021 0.75 -0.74 -0.25 -0.3717
O -5.760332 0.471711 -3.433870 -0.74 0.62 0.18 0.0994
H -8.224607 -0.145760 -2.901530 0.05 0.02 0.00 0.1227
H -9.941961 1.545839 -2.272564 0.03 0.05 0.00 0.1204
H -6.957887 4.700674 -2.618035 -0.04 -0.02 0.01 0.1208
H -5.240533 3.009074 -3.247003 -0.01 -0.05 0.01 0.1149
C -2.590566 4.945061 2.400383 -0.25 -0.21 -0.38 0.0179
C -2.629700 4.231561 1.270909 -0.24 0.26 0.37 0.0238
C -1.392321 3.750152 0.625656 0.06 -0.60 -0.78 -0.3734
O -1.427103 3.098740 -0.409218 -0.02 0.54 0.67 0.0913
C -0.110866 4.086174 1.277396 0.25 0.20 0.33 0.0280
C -0.071733 4.799675 2.406870 0.18 -0.21 -0.34 0.0254
C -1.309111 5.281083 3.052123 0.12 0.39 0.72 -0.3869
O -1.274330 5.932495 4.086997 -0.07 -0.34 -0.62 0.0897
H -3.488701 5.306425 2.886201 0.04 0.00 0.02 0.1191
H -3.561720 3.976249 0.781039 0.05 -0.04 0.00 0.1197
H 0.787268 3.724811 0.791577 -0.01 -0.06 0.00 0.1155
H 0.860287 5.054986 2.896740 -0.04 -0.02 0.01 0.1241
C 2.361427 -7.824616 4.313602 -0.44 0.14 0.15 0.0117
C 1.440145 -6.917088 4.651174 0.15 -0.51 -0.12 0.0243
C 1.776297 -5.482755 4.745524 -0.83 0.90 0.16 -0.3790
O 0.934176 -4.651661 5.056373 0.70 -0.78 -0.07 0.1011
C 3.168755 -5.090198 4.450970 0.48 -0.08 -0.12 0.0305
C 4.090037 -5.997726 4.113397 -0.18 0.37 0.12 0.0185
C 3.753886 -7.432059 4.019048 0.52 -0.38 -0.23 -0.3927
O 4.596006 -8.263154 3.708198 -0.42 0.35 0.18 0.0778
H 2.131731 -8.880624 4.240538 0.04 0.01 -0.02 0.1158
H 0.414377 -7.189024 4.869505 0.02 0.06 -0.02 0.1208
H 3.398452 -4.034191 4.524033 -0.09 0.02 -0.07 0.1202
H 5.115804 -5.725789 3.895066 -0.03 -0.04 -0.02 0.1191
C 5.122143 0.153840 5.212224 -0.02 -0.34 0.20 0.0341
C 5.847065 -0.729622 5.905267 -0.19 0.23 -0.19 0.0279
C 6.974983 -0.297326 6.753875 0.25 -0.71 0.25 -0.3919
O 7.640284 -1.105449 7.386981 -0.26 0.49 -0.26 0.0824
C 7.269576 1.148381 6.808192 -0.10 0.50 -0.14 0.0126
C 6.544653 2.031842 6.115150 0.42 -0.05 0.33 0.0171
C 5.416736 1.599547 5.266542 -0.55 0.45 -0.52 -0.3749
O 4.751435 2.407669 4.633436 0.48 -0.44 0.51 0.0755
H 4.292079 -0.146524 4.584510 0.12 0.03 0.04 0.0797
H 5.643112 -1.793291 5.876517 0.02 0.03 0.01 0.1207
H 8.099640 1.448746 7.435907 0.00 -0.04 0.00 0.1165
H 6.748607 3.095512 6.143900 -0.02 -0.01 -0.02 0.1180
C 0.789062 1.442562 -7.773789 -0.12 0.03 -0.49 0.0270
C 0.133949 2.057575 -8.763189 0.30 -0.33 0.17 0.0163
C -0.746323 3.212410 -8.497313 -0.43 0.40 -0.56 -0.3901
O -1.347880 3.774672 -9.402024 0.35 -0.32 0.49 0.0875
C -0.873253 3.662032 -7.096767 0.13 -0.07 0.41 0.0182
C -0.218140 3.047020 -6.107367 -0.31 0.37 -0.12 0.0257
C 0.662131 1.892184 -6.373242 0.52 -0.46 0.80 -0.3771
O 1.263688 1.329922 -5.468530 -0.34 0.55 -0.80 0.0916
H 1.438051 0.593743 -7.951462 -0.01 0.01 0.05 0.1233
H 0.217175 1.740242 -9.795754 -0.03 0.04 0.02 0.1195
H -1.522243 4.510851 -6.919092 0.01 -0.02 -0.04 0.1202
H -0.301366 3.364352 -5.074802 0.02 -0.07 0.00 0.1255
```
Positions in Å, forces in eV/Å.


(2)
A cluster of 6 separate species, C40H42BrF10N5O4 in total. Source: the OMol25 dataset; level of theory: ωB97M-V/def2-TZVPD.

LUMO energy   0.510 eV
SMILES string   CCCCO[C@]1(Br)OC(=O)O[C@]1(CCF)CCC(F)(F)C(F)(F)C(F)(F)C(F)(F)F.c1ccncc1.c1ccncc1.c1ccncc1.c1ccncc1.c1ccncc1

Structure (XYZ):
```
102
Properties=species:S:1:pos:R:3:forces:R:3:lowdin_charge:R:1
C -5.769447 -0.763441 1.845555 0.25 -0.55 0.53 -0.0921
C -4.563009 -1.071396 2.750673 0.10 0.27 -0.45 -0.2523
C -3.401073 -0.090332 2.584204 -0.29 -0.36 0.68 -0.1741
C -2.266440 -0.448110 3.540246 -0.94 0.50 -0.12 -0.1667
O -1.382642 -1.457439 3.023347 -0.50 0.45 -0.19 -0.0390
C -0.344757 -1.016488 2.346315 1.60 -0.30 -0.82 -0.7020
Br 0.881818 0.166345 3.451108 -0.42 -0.28 0.36 0.9067
O -0.577314 -0.233906 1.155377 0.45 0.85 -0.18 0.0532
C 0.666827 -0.176268 0.549142 0.89 1.52 -1.42 -0.5357
O 1.036050 0.679777 -0.241144 -1.14 -2.34 2.05 0.1493
O 1.423441 -1.245951 0.975383 -1.13 0.79 -1.44 0.0393
C 0.492777 -2.101104 1.643540 1.35 -1.35 2.06 -0.3963
C 1.309779 -3.018599 2.555578 0.01 0.36 0.46 -0.0854
C 0.480014 -3.751064 3.602059 0.01 -0.82 -0.65 -0.1949
F 0.725137 -3.282930 4.867300 -0.04 0.39 0.41 -0.0288
C -0.328126 -3.022199 0.723591 -0.83 0.96 -0.61 -0.0373
C -0.047622 -2.827437 -0.772202 0.16 -0.15 -0.03 -0.0274
C -1.313181 -2.759651 -1.584356 0.62 -0.73 0.25 -0.4344
F -1.894776 -3.983397 -1.511395 -0.46 -0.31 -0.02 0.1211
F -2.208188 -1.901167 -1.066723 -0.24 0.60 -0.05 0.1376
C -1.063894 -2.470923 -3.099907 -0.13 0.01 0.27 -0.3630
F -1.071531 -3.633151 -3.755172 -0.21 -0.31 -0.44 0.1690
F 0.160670 -1.952278 -3.289691 0.34 0.46 0.18 0.1501
C -2.053302 -1.479345 -3.749582 -0.18 0.05 0.23 -0.3455
F -1.660315 -1.292076 -5.012556 0.04 -0.34 -0.40 0.1489
F -1.950667 -0.289082 -3.143819 0.07 0.25 0.34 0.1555
C -3.560385 -1.897996 -3.742327 -0.20 0.24 -0.73 -0.5467
F -4.089728 -1.514612 -4.908316 -0.12 -0.01 -0.03 0.1767
F -4.234592 -1.293367 -2.780251 0.02 -0.03 0.29 0.1927
F -3.712061 -3.211376 -3.636209 0.06 -0.16 0.18 0.1963
H -6.025332 -1.645365 1.272268 -0.01 -0.02 -0.44 0.0637
H -5.568609 0.075833 1.191858 -0.10 0.12 -0.21 0.0678
H -6.644680 -0.565960 2.451331 -0.21 0.34 0.05 0.0641
H -4.200532 -2.082568 2.580871 0.02 -0.18 -0.02 0.1057
H -4.864989 -1.009794 3.790624 -0.08 -0.15 0.25 0.1013
H -3.766693 0.878932 2.916282 0.02 0.33 -0.17 0.1226
H -3.071894 0.002970 1.555263 0.14 -0.02 -0.15 0.1121
H -2.709174 -0.865327 4.434768 0.09 -0.29 0.24 0.1305
H -1.747116 0.453208 3.846705 0.57 -0.11 -0.15 0.0863
H 2.092970 -2.479781 3.079408 0.03 0.27 0.07 0.1172
H 1.813043 -3.762099 1.951477 0.01 -0.05 -0.28 0.0829
H 0.737215 -4.806041 3.582583 0.20 -0.18 0.15 0.1164
H -0.584185 -3.705352 3.400865 -0.26 0.25 0.08 0.1152
H -1.381750 -2.830961 0.913682 -0.15 0.06 0.02 0.1289
H -0.185954 -4.062665 0.962819 0.29 -0.23 0.29 0.1296
H 0.474207 -3.708030 -1.132126 0.21 -0.07 -0.25 0.1473
H 0.598462 -1.990239 -1.005139 -0.05 0.17 0.08 0.1234
C 5.548696 -7.093480 0.952569 0.05 -0.03 -0.01 -0.0767
C 5.057389 -5.825176 0.691393 0.01 -0.03 0.01 -0.0653
C 3.773087 -5.522657 1.113643 -0.09 0.01 -0.01 -0.1582
N 2.979295 -6.379219 1.752604 0.03 0.05 -0.02 0.0546
C 3.467698 -7.594177 1.994641 -0.11 -0.02 0.05 -0.1523
C 4.739373 -7.999271 1.619073 0.00 0.05 -0.02 -0.0696
H 6.547358 -7.371941 0.641800 0.00 0.00 0.00 0.1068
H 5.654434 -5.087156 0.174006 -0.02 0.02 0.00 0.1041
H 3.345887 -4.543722 0.930822 0.15 0.06 -0.09 0.0865
H 2.800210 -8.271747 2.515148 0.04 -0.04 0.00 0.1037
H 5.084800 -8.998788 1.843339 -0.02 -0.01 0.01 0.1022
C 1.327344 -0.267580 -6.711253 0.00 -0.02 0.10 -0.0741
C 2.468646 0.081357 -7.414093 -0.03 0.00 -0.01 -0.0726
C 2.340245 0.406974 -8.755968 0.01 0.03 -0.10 -0.1587
N 1.181202 0.400929 -9.411172 0.00 -0.02 0.08 0.0508
C 0.095195 0.061635 -8.719728 0.01 0.03 -0.10 -0.1540
C 0.112082 -0.278324 -7.375230 0.12 0.06 -0.13 -0.0709
H 1.383371 -0.527268 -5.661141 -0.01 0.01 0.00 0.1000
H 3.437529 0.101950 -6.934430 0.01 0.01 -0.01 0.1004
H 3.207170 0.688913 -9.343468 0.04 -0.01 0.05 0.1014
H -0.833969 0.063747 -9.279255 -0.03 -0.01 0.05 0.1021
H -0.799127 -0.541392 -6.867173 -0.07 0.00 -0.04 0.0774
C 0.734447 5.100562 5.872755 -0.02 0.04 0.00 -0.0819
C 1.831512 4.634198 5.168556 0.01 0.03 0.02 -0.0688
C 2.198350 3.306853 5.333026 0.03 -0.12 0.00 -0.1656
N 1.556791 2.452601 6.129855 0.01 0.10 -0.07 0.0420
C 0.504774 2.919894 6.797988 0.00 -0.11 0.03 -0.1634
C 0.053969 4.227905 6.706531 0.01 0.00 -0.03 -0.0771
H 0.413015 6.129361 5.771732 -0.01 0.01 -0.01 0.1000
H 2.386882 5.282032 4.504406 0.00 -0.04 -0.07 0.0905
H 3.048084 2.897083 4.797447 0.01 0.06 -0.02 0.1030
H 0.001439 2.202606 7.437626 -0.04 0.04 0.02 0.1015
H -0.808964 4.551870 7.272391 0.00 -0.02 0.02 0.0984
C -0.970997 2.746513 -3.882642 -0.01 0.01 -0.02 -0.0767
C -0.756920 3.990207 -4.456538 0.02 -0.01 0.03 -0.0720
C 0.153207 4.845459 -3.853567 0.07 0.07 0.02 -0.1579
N 0.836250 4.541986 -2.749714 -0.13 -0.05 -0.07 0.0524
C 0.614975 3.342920 -2.212303 0.15 0.08 0.14 -0.1513
C -0.271331 2.414140 -2.734810 -0.05 -0.05 -0.05 -0.0641
H -1.672399 2.049146 -4.322785 0.00 0.00 -0.01 0.0957
H -1.282814 4.291869 -5.351983 0.02 0.02 -0.01 0.0999
H 0.352815 5.826443 -4.271147 -0.04 -0.01 -0.04 0.1019
H 1.179799 3.118422 -1.314643 -0.04 -0.11 0.00 0.0936
H -0.403250 1.457452 -2.250432 0.05 0.04 0.05 0.0776
C -0.814481 7.188367 0.920038 -0.04 0.00 -0.01 -0.0803
C -0.046665 6.246706 0.256187 -0.05 0.03 0.04 -0.0664
C 1.188889 5.911912 0.791011 0.13 -0.05 0.05 -0.1433
N 1.681941 6.447478 1.907439 -0.11 0.00 -0.01 0.0531
C 0.929000 7.352834 2.530004 0.08 -0.03 0.04 -0.1732
C -0.319259 7.755960 2.083388 0.00 -0.01 -0.01 -0.0788
H -1.784905 7.477068 0.536432 0.00 0.00 0.00 0.1039
H -0.391798 5.780309 -0.655545 0.07 -0.01 -0.02 0.0843
H 1.821288 5.178415 0.303791 -0.04 0.01 -0.07 0.0990
H 1.356666 7.774779 3.433880 -0.04 0.05 0.02 0.0985
H -0.886674 8.495245 2.632189 0.02 0.01 0.01 0.0983
```
Positions in Å, forces in eV/Å.


| no. | gap between HOMO and LUMO (eV) | calculated total energy (hartree) |
| --- | --- | --- |
| 1 | 4.30 | -3152.30336 |
| 2 | 9.99 | -5696.81944 |